Formula: C31H35FeN4PSSeSi
Source: OMol25
Level of theory: ωB97M-V/def2-TZVPD

The geometry in XYZ format:
```
75
Properties=species:S:1:pos:R:3:forces:R:3
Fe -0.143 -0.045 0.399 -0.020 0.662 0.208
C 6.694 -0.561 -0.882 -0.192 0.082 -0.016
Si 5.010 0.265 -1.028 0.132 0.020 -0.020
C 4.498 0.362 -2.836 0.064 -0.017 0.195
C 5.046 1.964 -0.225 -0.004 -0.195 -0.098
C 3.764 -0.831 -0.090 -0.022 0.169 -0.079
C 4.148 -1.964 0.619 0.002 -0.049 0.028
C 3.230 -2.730 1.335 0.070 -0.039 0.011
C 1.904 -2.357 1.314 -0.022 0.152 -0.139
N 1.495 -1.291 0.621 -0.112 0.318 -0.370
C 2.399 -0.529 -0.043 -0.182 -0.249 0.136
S 1.578 0.852 -0.768 -0.509 -0.427 0.312
H 7.432 0.027 -1.431 -0.001 0.016 -0.007
H 6.701 -1.566 -1.308 -0.020 -0.010 -0.006
H 7.037 -0.624 0.152 -0.021 0.006 0.017
H 5.307 0.790 -3.432 0.005 0.024 0.013
H 3.614 0.984 -2.973 -0.022 0.006 0.008
H 4.283 -0.629 -3.241 0.014 -0.020 0.016
H 5.873 2.554 -0.625 -0.001 -0.003 -0.026
H 5.186 1.885 0.855 0.012 -0.025 0.003
H 4.121 2.510 -0.408 -0.022 0.004 -0.002
H 5.191 -2.259 0.631 -0.009 0.009 -0.011
H 3.543 -3.597 1.899 -0.001 0.002 0.003
H 1.144 -2.905 1.856 0.001 0.000 0.018
N -0.965 1.188 1.314 0.420 -0.882 -0.571
P -1.585 2.650 1.189 -0.099 0.312 0.127
C -0.806 3.746 2.395 -0.102 -0.081 -0.201
C 0.564 3.969 2.257 0.017 -0.004 -0.026
C 1.225 4.768 3.171 0.022 0.007 -0.007
C 0.523 5.346 4.223 -0.042 -0.011 -0.014
C -0.838 5.121 4.362 0.048 0.025 0.035
C -1.506 4.317 3.449 -0.065 -0.017 0.008
C -3.360 2.587 1.520 0.169 0.037 -0.095
C -3.922 1.396 1.969 0.058 -0.019 0.029
C -5.284 1.329 2.217 -0.043 0.015 0.010
C -6.082 2.448 2.022 0.024 -0.014 -0.004
C -5.521 3.636 1.571 -0.022 0.008 0.004
C -4.162 3.706 1.314 -0.021 0.051 -0.047
C -1.363 3.438 -0.433 0.007 -0.036 0.247
C -1.296 2.656 -1.581 -0.093 -0.121 0.025
C -1.164 3.253 -2.823 0.009 0.041 -0.037
C -1.100 4.637 -2.925 -0.007 -0.021 -0.004
C -1.167 5.422 -1.783 0.007 0.026 0.016
C -1.295 4.826 -0.537 0.040 0.002 -0.002
H 1.106 3.511 1.435 0.004 0.009 0.020
H 2.288 4.943 3.066 0.003 0.002 0.001
H 1.042 5.974 4.936 0.000 0.003 0.006
H -1.382 5.569 5.182 0.002 0.003 0.007
H -2.567 4.136 3.562 0.012 0.011 0.003
H -3.286 0.532 2.118 -0.007 0.013 -0.006
H -5.723 0.403 2.564 -0.008 0.001 0.005
H -7.145 2.394 2.217 -0.005 0.000 0.001
H -6.144 4.506 1.414 -0.007 0.003 0.001
H -3.731 4.630 0.946 -0.015 -0.020 0.008
H -1.347 1.575 -1.507 0.013 0.060 0.007
H -1.109 2.638 -3.711 -0.003 0.005 -0.010
H -0.994 5.103 -3.895 -0.001 0.005 0.001
H -1.110 6.499 -1.861 0.000 0.002 0.003
H -1.319 5.442 0.354 -0.008 0.006 -0.001
C 0.533 -2.270 -2.991 0.023 0.118 -0.140
N 0.199 -3.139 -1.875 -0.120 -0.050 0.259
C 0.793 -4.346 -1.584 0.061 -0.047 -0.022
C 0.222 -4.812 -0.452 0.021 -0.064 -0.006
N -0.716 -3.882 -0.062 0.035 0.170 -0.227
C -1.560 -3.956 1.117 -0.103 -0.033 0.098
C -0.719 -2.857 -0.935 0.114 -0.331 -0.018
Se -1.791 -1.333 -0.836 0.470 0.419 0.311
H 1.278 -2.771 -3.602 0.000 -0.005 0.007
H 0.928 -1.323 -2.621 -0.006 -0.016 0.013
H -0.359 -2.078 -3.584 0.022 0.003 0.001
H 1.562 -4.767 -2.207 0.001 0.000 0.003
H 0.390 -5.719 0.100 0.010 -0.003 -0.004
H -1.346 -4.885 1.639 0.010 0.001 -0.015
H -2.608 -3.932 0.826 0.007 -0.008 0.014
H -1.361 -3.108 1.771 0.005 -0.008 -0.006
```
Positions in Å, forces in eV/Å.

Values from the calculation:
- LUMO level (alpha / beta): -3.788 / -2.749 eV
- Expectation value of S²: 0.847
- F_max: 1.131 eV/A
- Net charge: +1
- 2S+1: 2
- Energy: -166406.727 eV
- Frontier orbital gap (alpha / beta): 6.799 / 7.953 eV

Here are the Mulliken charges for atoms 1 to 8, given in e: atom 1 (Fe): 0.3806, atom 2 (C): -1.1109, atom 3 (Si): 0.2274, atom 4 (C): -0.9595, atom 5 (C): -0.9911, atom 6 (C): 0.0900, atom 7 (C): 0.0076, atom 8 (C): -1.0927


Formula: C40H60N2P3PdSSi
Source: OMol25
Level of theory: ωB97M-V/def2-TZVPD

The geometry in XYZ format:
```
108
Properties=species:S:1:pos:R:3:forces:R:3
Pd -0.044 0.874 -0.702 -0.144 1.024 1.341
C -3.306 -1.313 -2.896 -0.009 -0.086 0.104
C -3.466 -1.593 -1.397 0.274 0.103 -0.005
C -3.694 -0.251 -0.694 -0.055 -0.397 -0.105
P -1.928 -2.496 -0.742 -0.318 -0.035 -0.049
C -2.434 -4.289 -1.105 0.230 0.092 0.066
C -1.771 -5.248 -0.111 -0.044 0.066 -0.042
C -1.947 -4.654 -2.513 -0.083 0.000 0.023
C -2.344 -2.356 1.055 0.074 0.169 0.337
C -3.464 -3.008 1.566 0.021 0.096 0.039
C -3.841 -2.867 2.896 -0.074 -0.069 -0.006
C -3.111 -2.031 3.722 0.008 0.088 0.022
C -2.006 -1.355 3.218 0.072 0.044 -0.044
C -1.570 -1.506 1.897 -0.173 -0.096 -0.184
Si -0.108 -0.504 1.123 0.233 -0.507 -0.399
C 1.146 -1.984 0.852 -0.192 -0.088 0.016
C 1.014 -3.189 1.557 0.020 -0.016 -0.110
C 1.859 -4.270 1.345 -0.043 0.045 -0.030
C 2.857 -4.176 0.387 0.008 -0.017 0.001
C 3.022 -2.987 -0.309 0.027 -0.034 0.026
C 2.199 -1.882 -0.077 -0.077 -0.051 0.104
P 2.555 -0.214 -0.801 0.436 -0.225 -0.257
C 4.440 -0.272 -0.631 -0.085 0.093 0.150
C 4.767 -0.224 0.865 -0.040 -0.038 -0.108
C 5.089 0.906 -1.355 -0.061 -0.058 0.025
C 2.400 -0.429 -2.660 -0.221 -0.071 0.025
C 0.914 -0.322 -3.002 0.195 -0.077 0.184
C 3.017 -1.668 -3.298 0.051 0.082 0.008
C 0.916 0.263 2.588 -0.082 0.020 -0.024
C 1.217 -0.464 3.746 0.059 0.048 0.007
C 2.112 -0.002 4.700 -0.024 0.013 -0.046
C 2.755 1.213 4.499 -0.005 0.001 0.007
C 2.470 1.958 3.365 0.032 -0.043 0.012
C 1.553 1.507 2.411 -0.004 -0.023 0.128
P 1.076 2.575 0.979 -0.339 0.008 -0.034
C 2.632 3.617 0.710 -0.095 0.013 -0.115
C 2.701 3.909 -0.795 0.023 -0.010 0.068
C 2.835 4.912 1.501 0.066 -0.169 0.085
C -0.095 3.687 1.959 -0.042 -0.043 -0.245
C -0.510 4.911 1.136 0.060 -0.053 0.026
C -1.340 2.853 2.290 0.112 0.054 0.050
H -4.219 -0.872 -3.310 0.025 0.016 0.034
H -3.075 -2.211 -3.469 -0.001 0.041 -0.037
H -2.486 -0.601 -3.030 0.022 -0.019 -0.047
H -4.330 -2.244 -1.219 -0.015 -0.054 -0.034
H -2.795 0.363 -0.800 0.064 -0.021 -0.003
H -3.889 -0.364 0.373 -0.016 -0.049 0.025
H -4.547 0.263 -1.157 0.059 -0.134 0.053
H -3.523 -4.406 -1.065 -0.007 0.008 0.034
H -0.690 -5.084 -0.096 0.015 -0.012 0.016
H -1.954 -6.286 -0.409 0.025 0.033 -0.001
H -2.141 -5.114 0.904 0.036 0.002 0.014
H -0.886 -4.411 -2.615 -0.025 -0.007 -0.019
H -2.492 -4.124 -3.293 0.040 -0.002 -0.015
H -2.067 -5.727 -2.694 -0.023 0.027 0.006
H -4.075 -3.628 0.918 0.055 -0.036 -0.010
H -4.701 -3.404 3.280 -0.010 0.024 -0.031
H -3.405 -1.900 4.758 0.021 0.013 -0.006
H -1.462 -0.682 3.875 -0.006 -0.052 -0.002
H 0.215 -3.291 2.284 0.009 0.001 0.006
H 1.733 -5.184 1.916 -0.022 0.000 -0.009
H 3.511 -5.018 0.188 0.001 0.012 -0.009
H 3.820 -2.939 -1.040 0.008 0.055 0.038
H 4.845 -1.197 -1.050 0.010 -0.002 -0.006
H 4.285 0.639 1.334 0.036 0.004 0.024
H 5.847 -0.147 1.029 -0.014 -0.006 -0.004
H 4.403 -1.116 1.378 0.001 0.022 0.031
H 4.645 1.851 -1.030 0.018 0.012 -0.020
H 4.974 0.831 -2.438 0.001 0.043 0.009
H 6.161 0.944 -1.134 -0.011 0.013 -0.006
H 2.903 0.457 -3.063 -0.002 0.052 0.054
H 0.394 -1.223 -2.671 -0.101 0.017 -0.022
H 0.747 -0.183 -4.075 0.000 0.043 0.002
H 0.496 0.557 -2.449 0.079 -0.251 -0.932
H 2.549 -2.575 -2.912 0.010 0.011 -0.027
H 4.095 -1.729 -3.123 -0.028 -0.047 -0.004
H 2.856 -1.645 -4.381 0.020 -0.013 0.000
H 0.750 -1.433 3.894 0.034 0.006 -0.013
H 2.321 -0.590 5.587 0.000 -0.011 -0.014
H 3.473 1.580 5.224 -0.004 0.002 -0.005
H 2.984 2.902 3.227 -0.033 -0.039 0.004
H 3.444 2.926 0.957 0.005 -0.031 -0.008
H 1.899 4.593 -1.090 0.027 0.000 0.006
H 2.563 2.990 -1.366 0.009 0.004 -0.032
H 3.661 4.360 -1.074 -0.032 0.032 0.036
H 2.233 5.718 1.083 0.034 0.025 0.026
H 3.882 5.226 1.443 -0.002 0.029 0.005
H 2.576 4.805 2.556 0.001 0.085 -0.034
H 0.387 4.001 2.891 0.012 0.033 -0.006
H -0.758 4.612 0.115 -0.063 0.026 -0.005
H 0.278 5.662 1.085 -0.048 -0.013 -0.036
H -1.390 5.390 1.579 0.020 -0.011 -0.009
H -1.695 2.354 1.387 -0.042 -0.024 0.008
H -2.137 3.493 2.688 0.051 -0.009 0.019
H -1.121 2.076 3.024 -0.008 -0.020 -0.004
C -3.796 2.898 -0.506 -0.048 0.095 0.142
N -3.742 2.651 -1.930 0.016 0.103 -0.002
C -4.819 2.344 -2.747 -0.038 0.046 0.096
C -4.342 2.124 -3.984 0.110 0.014 -0.109
N -2.972 2.300 -3.911 -0.104 -0.026 0.027
C -2.583 2.627 -2.645 -0.148 -0.122 -0.147
S -1.026 2.931 -2.125 0.100 -0.028 -0.036
H -4.737 3.391 -0.260 -0.008 0.008 -0.035
H -2.961 3.537 -0.233 0.019 0.054 -0.031
H -3.708 1.966 0.053 -0.003 0.177 -0.031
H -5.827 2.305 -2.375 0.037 0.008 0.026
H -4.850 1.874 -4.898 0.019 -0.033 0.033
H -2.297 2.159 -4.640 0.022 0.026 -0.020
```
Positions in Å, forces in eV/Å.

Values from the calculation:
- LUMO level: 2.375 eV
- F_max: 1.693 eV/A
- Net charge: -1
- Energy: -95495.803 eV
- Energy relative to the best compared isomer or geometry (same formula, charge and spin): 12.74 kcal per mole
- Frontier orbital gap: 4.433 eV

Here are the Mulliken charges for atoms 1 to 8, given in e: atom 1 (Pd): -1.8992, atom 2 (C): -0.8927, atom 3 (C): -0.0779, atom 4 (C): -0.8354, atom 5 (P): 0.6543, atom 6 (C): 0.5440, atom 7 (C): -1.4897, atom 8 (C): -1.5278


Formula: C6H6N2O2
Source: OMol25
Level of theory: ωB97M-V/def2-TZVPD

The geometry in XYZ format:
```
16
Properties=species:S:1:pos:R:3:forces:R:3
C 2.287 -1.152 0.943 -2.812 -8.446 6.709
C 2.815 -0.433 0.251 7.583 6.141 -2.866
C 0.186 1.243 -0.127 1.416 0.212 -0.401
C 0.903 0.028 -0.577 -1.405 2.024 -3.042
C 0.280 -1.123 -0.759 -1.188 0.328 -1.614
C -1.765 -0.231 0.116 -1.436 0.603 1.387
H 1.869 -2.066 1.402 0.194 1.543 -0.292
H 3.424 0.381 -0.121 -0.391 -0.623 -0.001
H -1.585 1.775 0.760 0.184 -1.397 -0.916
H 1.860 0.126 -1.113 -1.618 0.557 0.045
H 0.677 -1.929 -1.365 0.088 -0.088 0.425
H -1.704 -2.054 -0.680 2.570 2.272 1.213
N -1.127 0.972 0.262 0.601 2.118 0.820
N -1.009 -1.246 -0.330 -2.506 -3.879 -1.548
O 0.699 2.370 -0.120 -1.175 -1.659 0.256
O -2.927 -0.409 0.434 -0.106 0.294 -0.176
```
Positions in Å, forces in eV/Å.

Values from the calculation:
- LUMO level: 0.507 eV
- F_max: 11.147 eV/A
- Net charge: 0
- Energy: -13390.090 eV
- Energy relative to the best compared isomer or geometry (same formula, charge and spin): 104.61 kcal per mole
- Frontier orbital gap: 8.645 eV
- SMILES string: O=c1cc[nH]c(=O)[nH]1.C#C

Here are the Mulliken charges for atoms 1 to 8, given in e: atom 1 (C): -0.5119, atom 2 (C): -0.2392, atom 3 (C): 0.2478, atom 4 (C): -0.0992, atom 5 (C): -0.2808, atom 6 (C): 0.2422, atom 7 (H): 0.3782, atom 8 (H): 0.4134


Formula: C4H9NS
Source: OMol25
Level of theory: ωB97M-V/def2-TZVPD

The geometry in XYZ format:
```
15
Properties=species:S:1:pos:R:3:forces:R:3
C 0.535 0.492 -1.196 -3.917 2.100 -2.615
C 2.127 1.162 0.289 -1.389 -0.382 0.481
C 0.370 -1.000 1.063 -1.761 -2.471 1.066
C -1.891 -0.138 -0.010 -0.779 1.280 -2.746
N 1.776 1.063 -0.951 -1.029 0.021 3.206
S -0.268 0.537 0.420 -0.174 -0.395 0.160
H -0.399 1.781 -1.886 1.871 -2.606 1.406
H 3.143 1.312 0.447 2.162 0.634 -0.063
H 0.719 -1.676 0.232 -0.658 0.806 0.526
H 1.227 -0.832 1.693 -0.012 0.270 0.380
H -0.529 -1.550 1.663 2.276 1.290 -1.361
H -2.429 0.517 -0.753 0.909 0.012 0.812
H -1.891 -1.043 -0.575 0.702 -0.964 -0.130
H -2.596 -0.244 0.767 -0.207 0.009 1.546
H 2.335 1.193 -1.711 2.005 0.397 -2.669
```
Positions in Å, forces in eV/Å.

Values from the calculation:
- LUMO level: 0.710 eV
- F_max: 5.156 eV/A
- Net charge: 0
- Energy: -16611.598 eV
- Energy relative to the best compared isomer or geometry (same formula, charge and spin): 181.17 kcal per mole
- Frontier orbital gap: 8.212 eV

Here are the Mulliken charges for atoms 1 to 8, given in e: atom 1 (C): -0.6198, atom 2 (C): -0.6816, atom 3 (C): -0.8735, atom 4 (C): -1.0248, atom 5 (N): 0.3070, atom 6 (S): 0.3420, atom 7 (H): 0.0714, atom 8 (H): 0.1810